10
Properties=species:S:1:pos:R:3:forces:R:3:lowdin_charge:R:1 method="wB97M-V/def2-TZVPD" homo_lumo_gap_ev=8.4 homo_ev=-4.1381 total_charge=-1 e_above_lowest_kj_mol=102.98 total_energy_ev=-9772.742
N -2.48343 0.65695 0.10658 -0.05 0.34 -0.11 0.069
C -1.19366 0.08996 -0.13750 0.16 -0.14 -0.06 -0.867
O -0.49243 -0.15299 0.86705 -0.17 -0.04 0.10 -0.098
O -0.90225 -0.07270 -1.34849 0.06 0.11 -0.05 -0.119
H -3.05071 0.68685 -0.72340 -0.12 -0.19 0.03 0.046
H -2.95012 0.35311 0.94408 0.10 -0.03 0.04 0.048
O 2.88897 -0.51464 0.75861 0.26 0.10 0.00 -0.048
C 2.32244 -0.05980 -0.20472 0.04 -0.43 0.16 -0.147
H 2.80648 0.74676 -0.79353 -0.12 0.12 -0.03 0.069
H 1.34782 -0.43723 -0.53047 -0.16 0.16 -0.09 0.047

20
Properties=species:S:1:pos:R:3:forces:R:3:lowdin_charge:R:1 method="wB97M-V/def2-TZVPD" homo_lumo_gap_ev=2.7 homo_ev=-1.5251 total_charge=-1 total_energy_ev=-101974.804
N -2.61736 -2.76464 -1.35257 0.31 -1.00 -1.30 0.079
C -1.70308 -1.77444 -1.15097 1.43 2.74 4.08 -0.381
N -1.51058 -1.29822 0.19863 3.49 2.19 -6.24 0.179
C -0.48976 -0.28963 -0.01530 -0.75 -0.44 1.57 -0.163
C 0.03015 0.57503 1.22890 -0.26 -0.02 -1.65 -0.069
C -0.72923 1.99867 1.10991 -4.13 -1.75 -1.33 -0.718
O -1.92911 1.95935 0.71972 4.69 0.81 1.52 -0.081
Br 0.11227 3.73252 1.49708 -0.27 -1.33 -0.11 0.687
N -0.06550 -0.14453 -1.39849 -1.61 -0.64 4.27 0.097
N -0.82718 -1.06989 -2.06294 -1.69 -2.21 0.11 -0.499
Cl -0.79221 -1.33302 -3.76118 0.03 0.51 1.07 0.681
H -2.30287 -3.72725 -1.14553 -0.65 1.09 -0.28 0.112
H -3.59045 -2.58817 -1.61861 0.94 -0.12 0.22 0.104
H 1.17613 0.69502 1.23174 -0.16 -0.22 0.08 0.074
H -0.24428 0.00590 2.18253 0.09 1.01 -1.42 0.139
H 0.64010 0.51184 -1.74650 -0.37 -0.60 -0.16 0.181
C 3.75511 1.38990 1.54788 -0.41 0.44 -0.78 -1.050
O 4.75666 1.63896 2.24236 0.56 -0.09 0.52 -0.089
O 3.37067 2.08057 0.55225 0.04 1.58 -1.35 -0.145
O 2.96052 0.40202 1.74109 -1.27 -1.94 1.19 -0.139

38
Properties=species:S:1:pos:R:3:forces:R:3:lowdin_charge:R:1 method="wB97M-V/def2-TZVPD" homo_lumo_gap_ev="6.2 / 7.0" homo_ev="-11.6864 / -11.7140" total_charge=+1 s2=0.855 total_energy_ev=-71163.771 spin_multiplicity=2
Fe -0.17988 0.91128 -0.38217 0.27 -2.05 -0.16 0.881
O -1.77542 1.82545 0.16833 0.05 0.83 0.08 -0.093
C -2.83772 1.18820 0.95282 -0.24 -0.15 -0.13 -0.106
C -3.51028 0.04670 0.19985 0.47 -0.30 0.12 -0.130
N -2.71111 -1.16223 0.16362 -0.33 -0.06 -0.28 -0.169
C -2.43004 -1.78890 -1.10599 0.26 0.52 0.33 -0.050
C -1.27324 -1.16547 -1.91284 -0.30 -0.24 0.43 -0.493
O -0.64997 -1.77326 -2.73000 0.00 0.22 -0.12 0.136
O -1.11767 0.15631 -1.65949 0.19 0.39 -0.57 -0.105
C -2.20561 -1.67429 1.40108 0.40 0.38 -0.19 -0.064
C -0.86533 -1.05331 1.84688 -0.75 -0.21 -0.30 -0.528
O -0.38621 -1.24550 2.92226 0.16 0.11 -0.04 0.148
O -0.25196 -0.31095 0.91232 0.86 0.29 0.54 -0.159
H -2.18714 2.29578 -0.57039 -0.04 -0.04 0.02 0.142
H -2.35962 0.87234 1.87351 -0.01 0.02 0.04 0.125
H -3.56461 1.95799 1.20355 0.07 0.16 -0.10 0.141
H -4.49330 -0.12372 0.65731 0.02 0.01 0.11 0.140
H -3.68340 0.36315 -0.82782 -0.14 0.07 -0.03 0.133
H -2.18840 -2.84283 -0.98888 -0.12 -0.07 0.05 0.141
H -3.30037 -1.70383 -1.76331 -0.04 -0.17 -0.01 0.144
H -2.89478 -1.46220 2.22164 -0.13 -0.22 -0.01 0.144
H -2.04662 -2.75272 1.35966 -0.11 -0.02 0.01 0.145
C 4.96894 0.51713 0.96590 -0.05 -0.02 0.03 -0.080
O 3.85631 0.59430 0.03640 -0.08 0.31 -0.10 -0.341
P 2.36752 0.43047 0.59164 0.47 -0.23 0.17 0.965
O 1.66489 -0.14428 -0.80939 -0.32 -0.17 -0.17 -0.398
C 1.91175 -1.55395 -1.08227 0.03 0.03 0.05 -0.043
O 1.59478 1.88036 0.19919 -0.50 0.62 0.31 -0.416
C 2.12403 2.80192 -0.80581 -0.11 -0.02 0.08 -0.039
H 5.82499 0.18231 0.39190 0.02 -0.02 -0.03 0.094
H 4.75282 -0.19524 1.76172 0.00 0.02 0.00 0.083
H 5.16597 1.49973 1.38865 -0.01 0.00 -0.03 0.091
H 1.39700 -1.80342 -1.99805 -0.02 0.01 -0.07 0.076
H 1.54590 -2.16336 -0.25438 -0.02 0.04 -0.01 0.101
H 2.98534 -1.68103 -1.20491 0.00 -0.01 0.01 0.096
H 1.77582 3.79268 -0.53278 -0.02 0.00 0.00 0.101
H 1.76981 2.52165 -1.79768 0.01 -0.04 -0.02 0.098
H 3.20679 2.76273 -0.79205 0.07 -0.01 0.01 0.089

83
Properties=species:S:1:pos:R:3:forces:R:3:lowdin_charge:R:1 method="wB97M-V/def2-TZVPD" homo_lumo_gap_ev=8.1 homo_ev=-7.6377 total_charge=0 total_energy_ev=-72909.623
C 2.79052 -1.91633 1.96213 -0.03 -0.46 -0.39 -0.137
C 1.64289 -2.90541 2.24955 0.33 1.06 0.51 -0.401
P 0.17359 -2.19314 3.10531 -0.99 -1.13 0.18 0.992
C 0.78711 -1.48756 4.69798 0.09 -0.26 -0.36 -0.253
C -0.44304 -0.74560 2.08138 1.18 -0.36 0.88 -0.449
C -1.91976 -0.52047 2.43629 -0.03 -0.71 -0.31 -0.093
C -2.90759 -1.12301 1.42944 -1.09 1.12 0.11 -0.315
O -4.04690 -0.67382 1.38321 1.14 -0.59 -0.12 0.089
C -2.44003 -2.19999 0.49192 -0.62 1.01 1.39 -0.196
C -2.12404 -3.43218 0.98718 -0.17 -0.34 1.07 -0.068
C -1.65966 -4.39429 0.14345 0.31 -1.01 0.58 -0.083
C -1.50075 -4.11280 -1.17656 0.58 -1.12 -1.24 -0.089
C -1.83559 -2.89285 -1.67709 0.18 0.32 -1.03 -0.073
C -2.30451 -1.93443 -0.83375 -0.37 1.27 -0.78 -0.042
O 0.41756 0.34564 2.38543 -0.60 0.17 -0.20 -0.150
C 0.06409 1.57528 1.79097 0.53 0.69 -0.71 -0.316
C -0.19124 1.52397 0.29081 0.20 0.66 -0.32 -0.160
N 0.98269 1.28262 -0.54926 -0.31 -0.25 -0.21 -0.034
C 0.53482 1.13864 -1.93747 0.44 0.22 -0.53 -0.250
C 1.69550 1.26280 -2.91474 1.22 -0.34 0.29 -0.197
C 2.94051 0.46713 -2.46039 -0.79 -0.22 -0.16 -0.206
C 2.59278 -1.01197 -2.35914 0.42 -0.15 0.06 -0.218
C 3.72236 -1.88350 -1.83217 -0.40 -0.11 0.15 -0.296
N 3.17161 -3.22135 -1.56713 0.24 0.12 -0.08 -0.008
C 1.22628 2.53334 2.09102 0.53 -0.51 0.79 -0.028
C 1.69880 2.22593 3.50641 -0.50 0.65 1.02 -0.486
O 1.15960 2.65477 4.50338 0.44 -0.67 -1.04 0.110
O 2.76800 1.37571 3.61250 -0.05 0.61 0.33 0.084
H 3.50250 -1.89657 2.78284 -0.03 0.13 0.17 0.067
H 3.34177 -2.25545 1.08575 0.14 0.08 -0.08 0.037
H 2.43110 -0.90781 1.77731 -0.02 0.06 -0.04 0.052
H 1.28036 -3.42648 1.36544 -0.07 0.08 -0.15 0.050
H 2.01303 -3.66881 2.93235 -0.11 -0.25 0.02 0.066
H 1.86027 -1.31824 4.69849 0.03 0.42 -0.04 0.032
H 0.57155 -2.22328 5.46772 -0.03 -0.16 0.04 0.021
H 0.23112 -0.59262 4.95941 0.14 0.27 -0.09 0.041
H -0.28780 -1.05450 1.04547 -0.19 0.11 -0.17 0.113
H -2.12148 -1.03232 3.38021 -0.12 0.04 0.14 0.108
H -2.19818 0.51649 2.59147 0.05 0.16 -0.16 0.117
H -2.23351 -3.65645 2.03480 0.00 0.08 0.18 0.102
H -1.39530 -5.35991 0.54310 0.02 -0.21 -0.02 0.111
H -1.10383 -4.85494 -1.85323 0.05 -0.18 -0.01 0.110
H -1.71000 -2.65986 -2.72155 0.10 -0.03 -0.20 0.101
H -2.55735 -0.96602 -1.24082 -0.09 0.20 0.11 0.124
H -0.81151 2.05443 2.23417 -0.19 -0.36 0.27 0.118
H -0.93924 0.78414 0.00799 -0.11 -0.14 0.22 0.112
H -0.61816 2.50158 0.02834 -0.29 0.01 0.12 0.128
H 1.55890 2.11680 -0.56890 0.07 0.04 0.34 0.101
H 0.07451 0.17107 -2.11899 -0.27 -0.06 0.30 0.089
H -0.17746 1.93490 -2.19120 -0.32 -0.14 -0.01 0.118
H 1.43170 0.82782 -3.87653 -0.32 0.38 -0.04 0.069
H 2.01473 2.30050 -3.03700 -0.25 0.15 -0.12 0.108
H 3.30371 0.87157 -1.51762 0.19 -0.13 0.12 0.096
H 3.71790 0.56476 -3.21724 0.20 0.22 0.01 0.110
H 1.74202 -1.19802 -1.70461 -0.16 0.29 0.16 0.100
H 2.28160 -1.36200 -3.34183 -0.04 -0.13 -0.13 0.111
H 4.53696 -1.96468 -2.55026 0.07 -0.02 -0.09 0.109
H 4.11825 -1.41277 -0.92411 0.15 0.05 0.02 0.094
H 2.42085 -3.10900 -0.89563 -0.07 -0.17 0.02 0.038
H 3.86477 -3.82385 -1.13974 0.00 -0.01 0.01 0.060
H 0.90019 3.56554 2.04655 -0.11 0.12 -0.12 0.126
H 2.07727 2.35176 1.43696 -0.12 0.02 -0.31 0.110
H 3.42695 1.61867 2.95301 -0.10 -0.32 -0.28 0.110
C -2.51713 6.15272 3.70836 -0.01 0.14 -0.03 -0.267
S -2.52311 4.46387 3.09776 0.01 -0.15 0.16 0.804
O -1.80699 4.46259 1.79148 0.01 0.04 -0.06 -0.552
C -4.28202 4.39242 2.73961 -0.10 0.05 -0.09 -0.266
H -1.49081 6.41711 3.95400 0.02 -0.07 -0.01 0.052
H -2.89562 6.82400 2.93720 0.00 -0.05 -0.04 0.058
H -3.13425 6.21531 4.60446 0.01 -0.04 0.01 0.054
H -4.54569 5.17775 2.03082 0.05 0.01 -0.01 0.058
H -4.84439 4.51110 3.66570 0.03 -0.02 0.02 0.055
H -4.49806 3.41824 2.30501 0.06 -0.02 0.02 0.050
C 0.00390 -0.35761 -7.07583 0.04 -0.05 -0.10 -0.264
S -0.80459 0.12026 -5.54353 -0.11 0.09 -0.15 0.815
O -0.19651 -0.69433 -4.46091 -0.10 -0.27 0.00 -0.549
C -2.39241 -0.62617 -5.93240 -0.10 -0.06 -0.03 -0.266
H 1.03725 -0.01984 -7.03005 -0.01 0.03 0.05 0.051
H -0.02347 -1.44206 -7.18309 -0.02 0.00 0.07 0.060
H -0.49920 0.12116 -7.91602 0.00 0.03 0.02 0.054
H -2.26129 -1.69255 -6.11705 0.06 0.01 0.02 0.060
H -2.81769 -0.13778 -6.80914 0.01 0.03 0.01 0.054
H -3.05172 -0.47975 -5.07916 0.04 0.04 0.03 0.050

12
Properties=species:S:1:pos:R:3:forces:R:3:lowdin_charge:R:1 method="wB97M-V/def2-TZVPD" homo_lumo_gap_ev=6.7 smiles=FC(F)(F)c1occc1[S-] homo_ev=-2.9651 total_charge=-1 total_energy_ev=-26253.174
F -1.62533 -0.52474 -2.05777 -0.83 0.93 0.02 0.115
C -1.01179 -1.15294 -1.05553 -2.09 0.11 -0.91 -0.545
F -0.40340 -2.13408 -1.72983 1.27 -1.32 0.48 0.116
F -2.02973 -1.84025 -0.32000 1.29 0.86 -0.53 0.042
C -0.22522 -0.23794 -0.26344 1.49 2.43 1.56 -0.188
O 0.13323 -0.79661 0.94420 -0.16 -1.32 0.11 0.022
C 0.84308 0.07839 1.61142 -0.54 2.58 -2.68 -0.155
C 0.97173 1.27316 0.94737 0.84 -1.03 1.30 -0.118
C 0.30711 1.12459 -0.27033 -2.29 -1.66 -2.52 -0.777
S 0.10072 2.32732 -1.48918 0.19 -0.06 0.09 0.313
H 1.32223 -0.21610 2.43617 1.35 -1.32 3.22 0.073
H 1.61737 2.09920 1.24692 -0.52 -0.20 -0.14 0.102

23
Properties=species:S:1:pos:R:3:forces:R:3:lowdin_charge:R:1 method="wB97M-V/def2-TZVPD" homo_lumo_gap_ev=10.0 smiles=Cc1ccccc1.CC homo_ev=-8.9982 total_charge=0 e_above_lowest_kj_mol=68.91 total_energy_ev=-9559.467
C 0.03450 2.37839 0.24078 1.03 -0.86 -0.44 -0.048
C -0.57497 1.07366 0.66116 0.27 -1.53 0.73 -0.297
C 0.11409 0.25200 1.60597 -1.05 1.89 -0.03 -0.074
C -0.57412 -0.75324 2.26318 1.36 -0.15 -0.44 -0.096
C -1.78844 -1.21309 1.76121 -0.93 0.04 1.97 -0.117
C -2.48474 -0.47597 0.82979 1.44 -0.92 -0.45 -0.083
C -1.79798 0.59939 0.23799 -1.99 1.16 -0.19 -0.065
H 0.26768 2.98196 1.11176 -0.19 0.21 0.12 0.078
H -0.53383 2.95273 -0.49065 -0.03 -0.16 0.10 0.079
H 1.02019 2.09372 -0.18108 -0.38 0.53 -0.12 0.083
H 1.05786 0.66556 1.96100 -0.03 -0.46 0.17 0.113
H -0.08370 -1.13848 3.15626 -0.32 -0.47 -0.28 0.104
H -2.34986 -1.96821 2.33594 0.51 0.13 -0.45 0.106
H -3.45935 -0.89892 0.58905 0.08 0.82 -0.47 0.105
H -2.38853 1.25280 -0.40816 0.22 -0.20 -0.17 0.107
C 1.56562 -1.40400 -1.32160 0.32 0.14 -0.29 -0.154
C 1.73231 -0.53816 -2.57391 0.48 0.11 0.10 -0.174
H 1.18371 -2.36654 -1.64748 0.00 -0.30 0.34 0.060
H 2.58655 -1.51775 -0.93580 -0.30 -0.33 0.21 0.067
H 0.94618 -1.01565 -0.50049 0.04 0.05 -0.57 0.038
H 0.86894 -0.43169 -3.23364 -0.08 -0.03 0.30 0.061
H 2.10897 0.44130 -2.29685 -0.19 0.37 -0.03 0.048
H 2.54890 -0.96978 -3.16445 -0.24 -0.05 -0.10 0.061